Record 1
{"formula": "C33H51N2O3PS6Tl", "method": "wB97M-V/def2-TZVPD", "species": ["H", "H", "H", "S", "S", "H", "H", "H", "S", "N", "H", "H", "H", "H", "H", "C", "H", "H", "C", "H", "N", "H", "H", "H", "H", "C", "H", "H", "S", "C", "H", "C", "O", "C", "H", "Tl", "C", "H", "C", "H", "H", "H", "H", "C", "H", "C", "C", "H", "C", "C", "H", "H", "H", "H", "C", "C", "C", "C", "C", "C", "H", "H", "C", "H", "H", "H", "H", "C", "O", "C", "H", "C", "H", "C", "H", "C", "H", "S", "C", "H", "H", "C", "S", "H", "C", "H", "C", "O", "C", "C", "P", "C", "H", "C", "H", "H", "H"], "coordinates": [[1.699, -0.045, -3.255], [-0.545, -4.678, 0.690], [-3.557, -1.685, -0.254], [0.212, 2.037, 2.815], [-2.537, 0.940, 0.932], [1.325, 1.092, 4.630], [-1.331, 3.535, 1.886], [5.865, -2.357, 2.104], [-1.136, 0.304, -2.497], [0.854, 5.165, -1.872], [1.092, 1.333, -4.182], [0.450, 4.856, 0.200], [4.752, 1.425, -1.594], [-0.196, 6.912, -2.426], [2.944, 1.879, 2.346], [-0.284, -4.462, -0.335], [-1.572, 3.376, 3.629], [-0.332, -1.391, -3.915], [-0.426, -5.087, -2.653], [-3.804, -3.008, 3.365], [2.390, 0.840, 0.648], [-3.517, 2.481, 2.445], [-0.436, 0.185, 6.058], [-4.643, -2.187, 1.029], [-1.365, -6.161, -1.051], [-2.422, -1.593, 4.234], [-2.685, 1.168, 3.288], [-2.186, -3.630, 3.578], [4.801, 1.839, 0.777], [0.357, 2.975, -0.888], [0.247, 5.870, -3.791], [3.214, 1.495, 1.369], [-0.215, 2.256, -0.029], [-0.706, 0.463, 5.039], [-3.310, -0.174, -1.835], [0.040, -0.022, 0.932], [-1.383, 4.854, -1.029], [-2.354, -2.357, -3.783], [0.310, 1.488, 4.543], [0.018, -3.485, 2.377], [1.591, 5.782, -1.536], [-2.284, 5.696, -2.849], [-4.782, 0.235, 0.779], [-2.601, 1.891, 2.481], [5.374, -0.882, -1.669], [1.066, -3.290, 2.169], [4.882, -0.634, -0.728], [1.581, -4.243, 2.038], [5.229, -1.961, 1.324], [0.377, -4.005, -2.991], [-1.409, 4.183, -3.093], [1.556, -0.156, -5.009], [1.296, 4.346, -2.346], [-3.678, -2.440, -2.641], [2.936, -1.939, 0.410], [-0.754, -5.311, -1.325], [0.084, 4.496, -0.760], [4.458, 0.863, -0.712], [2.962, 0.443, -0.633], [-1.417, 5.121, -2.534], [1.485, -2.740, 3.008], [-0.783, -5.759, -3.422], [-1.417, 2.822, 2.701], [1.450, -2.310, -2.307], [-2.523, -1.945, 5.262], [-1.709, 0.888, 5.078], [-2.038, 4.041, -0.721], [3.818, -2.339, 1.342], [-0.474, -0.469, -1.351], [-0.123, 5.882, -2.770], [0.268, 2.385, 5.162], [-2.749, -2.742, 3.284], [3.508, -2.970, 2.163], [0.524, -3.374, -0.669], [3.100, -1.466, -1.684], [-3.725, -1.634, 0.824], [-1.665, 5.750, -0.476], [-0.721, -1.007, 3.982], [-2.737, -0.512, -2.702], [-4.118, -0.161, 2.356], [-0.953, 0.011, -4.814], [-3.920, -0.200, 1.288], [-2.326, -2.515, 1.534], [6.766, -0.864, 0.407], [-2.682, -2.029, -2.799], [2.312, 0.816, -1.418], [0.844, -3.149, -2.009], [1.082, 2.624, -1.829], [5.720, -1.149, 0.392], [3.377, -1.049, -0.720], [1.203, -2.339, 0.643], [1.090, 0.247, -4.111], [-3.108, -0.756, 4.105], [-0.320, -0.304, -3.981], [0.652, -3.833, -4.024], [-3.196, -0.043, -3.576], [-2.009, -2.452, -2.048]], "atomic_forces_ev_per_a": [[0.0, 0.0, 0.0], [0.0, 0.0, 0.0], [0.0, 0.0, 0.1], [-0.1, 0.0, 0.0], [0.0, 0.0, 0.0], [0.0, 0.0, 0.0], [0.0, 0.0, 0.0], [0.0, 0.0, 0.0], [-0.1, -0.1, 0.0], [0.1, -0.1, 0.0], [0.0, 0.0, 0.0], [0.0, 0.0, 0.0], [0.0, 0.0, 0.0], [0.0, 0.0, 0.0], [0.0, 0.0, 0.0], [0.1, 0.0, 0.0], [0.0, 0.0, 0.0], [0.0, 0.0, 0.0], [0.0, 0.0, 0.0], [0.0, 0.0, 0.0], [0.0, -0.1, 0.0], [0.0, 0.0, 0.0], [0.0, 0.0, 0.0], [0.0, 0.0, 0.0], [0.0, 0.0, 0.0], [0.0, 0.0, 0.0], [0.0, 0.0, 0.0], [0.0, 0.0, 0.0], [0.0, 0.0, 0.0], [0.2, 0.1, -0.3], [0.0, 0.0, 0.0], [0.0, 0.0, 0.0], [0.0, 0.0, 0.3], [0.0, 0.0, 0.0], [0.0, 0.0, 0.0], [0.0, 0.2, -0.2], [0.0, 0.0, 0.0], [0.0, 0.0, 0.0], [0.0, -0.1, 0.0], [0.0, 0.0, 0.0], [0.0, 0.0, 0.0], [0.0, 0.0, 0.0], [0.0, 0.0, 0.0], [0.0, 0.0, 0.0], [0.0, 0.0, 0.0], [0.0, 0.0, 0.0], [0.0, -0.1, 0.0], [0.0, 0.0, 0.0], [0.0, 0.0, 0.0], [0.0, 0.0, 0.0], [0.0, 0.0, 0.0], [0.0, 0.0, 0.0], [0.0, 0.1, 0.0], [0.0, 0.0, 0.0], [0.0, 0.0, 0.0], [0.0, 0.0, 0.0], [-0.1, 0.0, 0.1], [0.0, 0.0, 0.0], [0.1, 0.1, 0.1], [0.0, 0.0, 0.0], [0.0, 0.0, 0.0], [0.0, 0.0, 0.0], [0.0, -0.1, 0.0], [0.0, 0.1, 0.0], [0.0, 0.0, 0.0], [0.0, 0.0, 0.0], [0.0, 0.0, 0.0], [0.0, 0.0, 0.0], [0.1, 0.0, 0.1], [-0.1, 0.0, 0.0], [0.0, 0.0, 0.0], [0.1, 0.0, 0.0], [0.0, 0.0, 0.0], [0.1, 0.1, 0.0], [-0.1, -0.1, 0.0], [0.0, 0.0, 0.0], [0.0, 0.0, 0.0], [0.0, 0.0, 0.0], [0.0, 0.1, 0.0], [0.0, 0.0, 0.0], [0.0, 0.0, 0.0], [0.0, 0.1, 0.0], [0.0, 0.0, -0.1], [0.0, 0.0, 0.0], [0.0, 0.0, 0.0], [0.0, 0.0, -0.1], [0.0, -0.1, -0.1], [0.0, 0.0, 0.1], [0.0, 0.0, 0.0], [0.0, -0.1, -0.1], [0.0, 0.0, 0.0], [0.0, 0.0, 0.0], [0.0, 0.0, 0.0], [0.0, 0.0, 0.0], [0.0, 0.0, 0.0], [0.0, 0.0, 0.0], [0.0, 0.0, 0.0]], "lowdin_charge": [0.048, 0.082, 0.048, 0.897, 0.912, 0.088, 0.066, 0.122, 0.991, 0.098, 0.076, 0.164, 0.119, 0.142, 0.065, -0.105, 0.110, 0.069, -0.034, 0.102, -0.060, 0.112, 0.101, 0.105, 0.124, -0.476, 0.043, 0.083, 1.064, -0.597, 0.140, -0.446, -0.201, -0.481, 0.062, 0.651, -0.107, 0.084, -0.465, 0.002, 0.188, 0.133, 0.101, -0.446, 0.159, -0.240, -0.204, 0.091, -0.035, -0.060, 0.123, 0.096, 0.154, 0.095, -0.300, -0.038, -0.144, -0.392, -0.279, -0.131, 0.047, 0.125, -0.444, 0.082, 0.103, 0.080, 0.118, -0.035, -0.646, -0.079, 0.102, -0.480, 0.102, -0.341, 0.125, -0.483, 0.132, 0.858, -0.360, 0.073, 0.114, -0.440, 0.865, 0.132, -0.110, 0.104, -0.094, 0.010, -0.033, -0.178, 0.997, -0.106, 0.059, -0.356, 0.122, 0.107, 0.060], "de_lowest_kcal_mol": 32.1, "orbital_gap_ha": 0.25063, "e_homo_ev": -15.64, "largest_force_ev_per_a": 0.32, "total_charge": 3}

---

Record 2
{"formula": "C33H51N4O6S2", "method": "wB97M-V/def2-TZVPD", "species": ["C", "H", "O", "H", "H", "H", "C", "H", "H", "H", "H", "C", "C", "O", "H", "H", "O", "H", "C", "H", "H", "H", "H", "H", "H", "H", "H", "H", "C", "C", "H", "H", "H", "H", "C", "H", "C", "S", "C", "H", "C", "H", "C", "H", "C", "O", "O", "C", "H", "C", "H", "C", "H", "H", "C", "C", "H", "C", "C", "N", "H", "H", "H", "N", "H", "H", "N", "C", "C", "H", "N", "H", "C", "H", "C", "C", "H", "C", "H", "C", "C", "C", "H", "O", "C", "S", "C", "C", "H", "H", "H", "H", "C", "H", "H", "H"], "coordinates": [[-2.751, 3.618, -0.424], [3.751, -5.733, -0.694], [9.110, -1.345, -0.270], [1.437, -3.016, -4.535], [7.118, -0.571, -3.559], [-3.252, 3.426, 0.609], [2.906, 2.771, 2.745], [-0.406, 7.929, 5.726], [-4.965, -3.401, 1.161], [-3.566, 4.289, -2.172], [-5.149, 1.888, -0.966], [-4.962, -3.357, -3.591], [5.880, -0.661, -0.595], [-1.081, 5.192, 4.665], [-1.327, 5.043, 7.891], [-6.765, -2.924, 0.864], [2.302, 0.409, 2.169], [5.238, -1.716, -2.462], [-4.345, 0.133, -2.340], [4.500, -0.360, 1.145], [-1.674, 4.020, -0.326], [1.381, 7.832, 5.738], [-0.704, -1.103, -4.115], [5.722, 0.411, -1.014], [2.629, 2.916, -0.245], [8.361, -1.988, -0.117], [7.745, -2.289, -3.320], [4.484, -2.148, 0.517], [0.667, -0.439, -2.653], [3.341, -3.438, -1.561], [2.816, 2.206, 3.761], [-3.991, -4.051, -0.746], [-4.523, -5.974, 1.144], [-4.594, -1.551, -0.800], [-1.494, 4.538, 6.937], [-4.784, -5.251, -1.910], [1.182, 0.764, -1.724], [8.955, -0.750, -1.843], [2.942, 1.889, 0.176], [-3.112, 5.576, -1.153], [4.494, -1.036, 0.210], [1.440, -0.057, 2.000], [-6.068, -4.909, -0.084], [-2.567, 4.519, 6.738], [-4.223, 1.466, -1.500], [9.124, 0.769, -1.878], [10.152, -1.314, -2.621], [-3.061, -0.457, -3.067], [4.031, 2.892, 2.470], [-5.502, -1.705, -1.493], [0.477, 7.189, 4.339], [-2.843, 2.259, -1.296], [4.076, 1.815, 0.414], [1.165, -4.143, -2.998], [7.428, -1.332, -2.732], [0.954, -3.134, -3.500], [-3.053, -1.403, -3.714], [2.632, -1.981, -1.624], [2.439, 0.650, -0.763], [0.407, 6.017, 6.099], [1.204, 4.018, 2.625], [1.138, 5.455, 5.643], [0.594, 6.065, 7.102], [2.201, 4.086, 2.889], [-6.757, -3.447, -2.253], [1.097, 2.106, 1.573], [-0.490, -0.259, -3.562], [-0.794, 5.263, 5.831], [-6.053, -3.807, 1.128], [-3.848, -3.704, -3.527], [-3.576, 4.652, -1.192], [-1.109, 3.518, 6.994], [2.201, 1.778, 1.640], [6.695, -0.614, 0.222], [-5.625, -3.184, -2.128], [3.180, -0.771, -0.726], [-5.020, -2.417, -4.259], [1.394, -1.852, -2.612], [-5.061, -6.958, -0.368], [-1.583, 1.633, -1.997], [3.569, -4.672, -1.127], [-5.439, -6.294, 0.510], [-0.205, -3.087, -3.649], [-5.571, -0.620, -2.502], [-1.685, 0.300, -2.885], [0.159, 2.336, -1.872], [-5.007, -4.364, -1.190], [0.460, 7.342, 5.419], [-6.156, -6.851, 1.222], [-6.441, -1.545, -0.816], [-6.326, -4.296, 2.146], [2.691, 4.837, 2.374], [6.184, -1.716, -1.777], [-7.133, -5.034, -0.500], [6.248, -2.797, -1.340], [-5.528, -4.192, -4.144]], "atomic_forces_ev_per_a": [[-0.7, -0.5, -0.7], [-0.3, 2.5, -1.3], [-2.1, -0.1, -1.9], [-0.6, -0.5, 1.6], [1.0, -0.9, 2.0], [1.1, 0.3, -1.7], [-0.2, -1.5, 0.0], [0.1, -0.1, -0.1], [-1.9, -0.6, 0.3], [-0.1, 1.0, 1.0], [1.6, -0.8, -1.0], [0.2, -0.1, -0.3], [-1.0, -0.1, 0.3], [0.1, 0.2, 1.1], [0.0, -0.2, 0.1], [1.2, -1.6, 0.7], [-1.4, 1.1, -0.7], [1.7, -0.1, 1.2], [3.2, 1.5, -0.6], [-0.4, -1.3, -1.5], [-1.5, -1.2, 0.0], [-0.1, 0.0, -0.1], [0.2, 0.7, 0.6], [0.5, -1.8, 0.6], [0.8, -1.7, 0.4], [1.0, 0.7, -0.1], [-0.2, 1.8, 1.3], [0.0, 1.8, -0.4], [2.8, -1.2, 1.8], [-0.6, -4.7, 3.5], [0.4, 0.9, -1.9], [-1.6, -0.4, -0.4], [-1.4, -0.6, -1.1], [-1.2, -0.5, -1.3], [0.2, 0.7, 0.4], [-0.4, 1.5, 1.2], [0.9, -2.9, -0.2], [6.7, 3.1, -3.6], [-1.1, -1.1, 0.8], [-0.4, -0.9, -0.2], [-0.2, 0.5, -1.0], [1.3, 0.7, 0.0], [1.7, 0.4, 1.2], [0.2, -0.1, -0.1], [2.3, -1.2, -1.1], [-2.1, -4.4, 1.3], [-4.2, 0.4, 2.6], [1.0, 3.7, 2.3], [-2.0, 0.0, 0.6], [-1.4, -0.6, 1.2], [-0.1, -0.1, 0.3], [0.5, -3.7, -1.9], [-1.9, 0.2, -0.8], [0.0, 1.8, -0.8], [-1.5, -1.5, -0.3], [-0.9, 1.5, 0.3], [-0.3, 1.6, 1.2], [-0.6, 1.4, -0.5], [-1.0, -2.8, -2.0], [1.6, 0.1, 0.4], [1.0, 0.1, -0.1], [0.3, -0.1, 0.2], [0.2, 0.2, -0.1], [0.6, 0.0, -0.3], [2.0, 0.7, 0.2], [1.6, -0.6, -0.1], [0.0, 0.9, 2.9], [-2.3, -1.6, -2.3], [-0.1, -0.2, -0.7], [-1.9, 0.7, 0.0], [0.9, -1.0, -0.2], [0.0, 0.0, 0.0], [0.4, 0.3, 0.2], [-1.1, -0.1, -1.5], [0.1, -0.6, -0.5], [-2.0, 0.2, -1.5], [0.0, -1.4, 1.2], [1.4, 2.3, 2.3], [-0.8, 1.0, 1.7], [-2.4, -2.0, -0.6], [-1.2, 6.2, -1.9], [0.1, 0.8, -0.2], [2.0, -0.1, 0.2], [3.1, 0.8, 1.7], [-3.3, 0.6, 1.1], [-0.6, -2.1, 0.1], [-1.1, -0.5, -1.0], [0.1, 0.9, 0.0], [1.1, 0.8, -1.3], [1.7, -0.3, -1.2], [0.4, 1.0, -1.8], [-0.8, -0.8, 0.2], [-0.8, 0.4, 0.0], [1.8, 0.1, 0.5], [0.2, 2.0, -0.8], [0.9, 1.2, 0.9]], "lowdin_charge": [-0.248, 0.067, -0.200, 0.096, 0.138, 0.114, -0.215, 0.119, 0.079, 0.070, 0.108, -0.107, -0.196, 0.170, 0.095, 0.071, -0.099, 0.113, -0.186, 0.100, 0.087, 0.115, 0.100, 0.128, 0.110, 0.084, 0.126, 0.112, -0.129, -0.103, 0.118, 0.124, 0.082, 0.132, 0.046, 0.112, -0.327, 0.749, -0.104, 0.061, -0.154, 0.118, -0.373, 0.114, 0.054, -0.357, -0.374, 0.077, 0.132, -0.158, 0.113, -0.157, 0.114, 0.078, -0.222, -0.076, 0.085, -0.088, -0.101, 0.082, 0.056, 0.189, 0.189, -0.048, 0.145, 0.139, 0.013, -0.424, -0.109, 0.083, -0.042, 0.117, -0.318, 0.106, -0.293, -0.063, 0.077, -0.094, 0.081, -0.345, 0.085, -0.114, 0.075, -0.141, -0.155, 0.845, -0.184, 0.036, 0.081, 0.126, 0.084, 0.070, -0.232, 0.134, 0.122, 0.087], "orbital_gap_ha": 0.19340, "e_homo_ev": -9.32, "largest_force_ev_per_a": 8.15, "total_charge": 1}